Molecular formula: C20H27ClGaN5O10
Method: DFT, ωB97M-V/def2-TZVPD

Values from the calculation:
Charge: 0
Strongest force on any atom, eV/A: 1.5
E_LUMO, Ha: -0.0572
ΔE to the lowest compared entry with this formula, charge and spin, eV: 0.000
Orbital gap, eV: 6.107

Last column: Mulliken charge in e.
CARTESIAN COORDINATES (ANGSTROEM)
1 Ga -0.337 1.096 -0.194  2.41
2 C -1.374 0.373 2.623  -0.94
3 N -0.416 1.309 2.027  0.31
4 C -0.876 2.657 2.385  -1.35
5 C 0.940 1.105 2.544  -0.90
6 C 1.980 1.756 1.624  -0.83
7 N 1.881 1.297 0.229  0.39
8 C 2.476 2.317 -0.644  -0.94
9 C 2.640 0.061 0.017  -1.24
10 H -1.393 0.485 3.712  0.42
11 H -1.134 -0.657 2.372  0.24
12 H -2.365 0.592 2.222  0.39
13 H -1.043 2.734 3.465  0.44
14 H -1.810 2.882 1.869  0.34
15 H -0.147 3.410 2.098  0.42
16 H 1.136 0.034 2.645  0.41
17 H 1.033 1.553 3.542  0.51
18 H 2.983 1.554 2.021  0.46
19 H 1.815 2.837 1.621  0.40
20 H 3.541 2.436 -0.427  0.48
21 H 1.996 3.278 -0.495  0.31
22 H 2.356 2.036 -1.687  0.19
23 H 3.717 0.262 0.046  0.47
24 H 2.392 -0.353 -0.961  0.24
25 H 2.417 -0.683 0.776  0.52
26 O -0.856 1.247 -7.199  -0.69
27 C -1.790 1.171 -6.415  0.45
28 O -2.999 1.044 -6.521  -0.68
29 C -1.311 1.180 -4.878  0.21
30 C 0.027 0.972 -4.563  -1.43
31 C 0.402 0.878 -3.240  -0.02
32 N -0.477 0.981 -2.243  -0.04
33 C -1.772 1.167 -2.536  1.14
34 C -2.228 1.265 -3.839  -0.85
35 C -2.744 1.160 -1.373  -0.22
36 O -3.927 1.281 -1.552  -0.67
37 O -2.204 0.942 -0.198  -0.49
38 H 0.745 0.867 -5.362  0.50
39 H 1.433 0.687 -2.967  0.48
40 H -3.282 1.374 -4.048  0.63
41 O 0.707 4.654 0.590  -0.74
42 Cl -0.376 4.510 -0.324  2.03
43 O -0.126 5.183 -1.519  -0.66
44 O -1.589 4.844 0.278  -0.62
45 O -0.407 3.049 -0.649  -0.85
46 O -0.304 -5.497 4.596  -0.53
47 C 0.727 -5.699 3.682  -0.43
48 N 0.404 -5.156 2.378  -0.19
49 C 0.656 -3.855 2.103  0.39
50 O 1.309 -3.141 2.851  -0.69
51 C 0.110 -3.310 0.830  -0.80
52 C -0.443 -4.020 -0.245  -0.42
53 C -0.881 -3.280 -1.329  -1.29
54 C -0.768 -1.901 -1.334  -0.21
55 N -0.224 -1.216 -0.313  0.05
56 C 0.184 -1.930 0.722  -0.13
57 H -0.341 -4.559 4.820  0.34
58 H 0.869 -6.778 3.591  0.33
59 H 1.658 -5.217 4.007  0.34
60 H -0.270 -5.663 1.828  0.20
61 H -0.511 -5.096 -0.250  0.47
62 H -1.317 -3.772 -2.182  0.48
63 H -1.117 -1.330 -2.180  0.40
64 H 0.627 -1.406 1.552  1.04



Molecular formula: C28H34O3P
Method: DFT, ωB97M-V/def2-TZVPD

Values from the calculation:
Charge: -1
Strongest force on any atom, eV/A: 1.2
E_LUMO, Ha: 0.0160
Orbital gap, eV: 3.586

Last column: Mulliken charge in e.
CARTESIAN COORDINATES (ANGSTROEM)
1 C -1.382 0.207 0.047  -1.13
2 C -0.655 -0.912 0.818  -0.12
3 C -1.213 -2.301 0.553  -0.80
4 C -0.214 -3.366 0.992  -1.25
5 P 1.238 -3.575 -0.293  0.33
6 C 1.985 -4.999 0.814  -1.57
7 C 3.474 -5.348 0.577  0.61
8 C 3.612 -6.179 -0.691  -1.43
9 O 4.199 -4.122 0.562  -0.31
10 C 5.520 -4.144 0.075  -1.35
11 C 5.572 -3.640 -1.347  0.91
12 C 6.000 -4.424 -2.414  -0.33
13 C 5.981 -3.906 -3.705  -0.62
14 C 5.526 -2.610 -3.932  -0.33
15 C 5.091 -1.819 -2.872  -0.64
16 C 5.121 -2.338 -1.587  -0.26
17 H -1.735 0.998 0.702  0.27
18 H -0.755 0.598 -0.749  0.24
19 H -2.260 -0.231 -0.426  0.34
20 H -0.749 -0.720 1.887  0.33
21 H 0.407 -0.911 0.601  0.18
22 H -1.440 -2.420 -0.508  0.47
23 H -2.162 -2.427 1.084  0.44
24 H -0.711 -4.335 1.043  0.36
25 H 0.169 -3.065 1.972  0.32
26 H 2.034 -2.556 0.421  -0.28
27 H 2.270 -3.747 -1.308  -0.17
28 H 0.387 -4.591 -0.993  -0.05
29 H 0.659 -2.487 -1.132  0.06
30 H 1.432 -5.907 0.576  0.36
31 H 1.859 -4.773 1.872  0.37
32 H 3.811 -5.946 1.432  0.26
33 H 2.996 -7.064 -0.572  0.48
34 H 3.295 -5.633 -1.572  0.27
35 H 4.634 -6.527 -0.855  0.39
36 H 6.012 -5.110 0.188  0.47
37 H 6.078 -3.437 0.693  0.48
38 H 6.325 -5.432 -2.203  0.32
39 H 6.301 -4.532 -4.523  0.36
40 H 5.502 -2.239 -4.947  0.36
41 H 4.714 -0.823 -3.033  0.37
42 H 4.756 -1.755 -0.756  0.30
43 C -1.084 4.196 -0.046  -0.43
44 C -1.967 3.558 -0.910  -0.54
45 C -3.314 3.873 -0.884  -0.60
46 C -3.788 4.823 0.012  0.28
47 C -2.902 5.453 0.892  0.21
48 C -1.549 5.140 0.853  -0.61
49 C -3.387 6.448 1.886  0.58
50 O -2.622 7.007 2.645  -0.67
51 C -4.850 6.741 1.929  0.19
52 C -5.334 7.630 2.880  -0.56
53 C -6.686 7.923 2.927  -0.46
54 C -7.560 7.334 2.019  -0.45
55 C -7.083 6.445 1.071  -0.56
56 C -5.728 6.141 1.026  0.19
57 C -5.237 5.161 0.013  0.51
58 O -6.003 4.659 -0.783  -0.66
59 H -0.031 3.948 -0.071  0.42
60 H -1.601 2.809 -1.599  0.48
61 H -4.005 3.381 -1.554  0.47
62 H -0.869 5.634 1.532  0.47
63 H -4.648 8.086 3.580  0.47
64 H -7.063 8.612 3.672  0.39
65 H -8.616 7.568 2.054  0.39
66 H -7.755 5.980 0.364  0.47



Molecular formula: C6H9N2P
Method: DFT, ωB97M-V/def2-TZVPD

Values from the calculation:
Charge: 0
Strongest force on any atom, eV/A: 7.5
E_LUMO (alpha / beta), Ha: -0.0117 / -0.0040
ΔE to the lowest compared entry with this formula, charge and spin, eV: 2.295
Orbital gap (alpha / beta), eV: 6.289 / 6.736

Last column: Mulliken charge in e.
CARTESIAN COORDINATES (ANGSTROEM)
1 C 0.624 1.214 -1.949  -0.07
2 C -0.668 1.013 -0.142  0.14
3 C 1.422 0.002 -1.622  -0.59
4 C 0.482 -0.968 -0.860  -0.63
5 C -0.602 -0.796 1.518  -0.44
6 C -1.163 0.340 2.357  -0.84
7 N -0.294 1.663 -1.212  -0.46
8 N -0.344 -0.337 0.121  0.08
9 P -1.762 1.713 1.240  -0.08
10 H 0.801 1.843 -2.874  0.38
11 H 1.793 -0.632 -2.510  0.32
12 H 2.342 0.320 -1.177  0.30
13 H -0.227 -1.347 -1.723  0.22
14 H 0.924 -1.702 -0.277  0.41
15 H 0.471 -1.219 1.781  0.24
16 H -1.329 -1.663 1.396  0.25
17 H -2.038 -0.066 2.904  0.38
18 H -0.431 0.622 3.029  0.38